1.
Density functional theory data (the ωB97M-V functional and the def2-TZVPD basis) for a cluster of 7 separate species, C17H50N2O9 in total.

Results
SMILES: COCCNCCOC.COCCNCCOC.CO.CO.CO.CO.CO
Kohn-Sham gap, Ha: 0.3310
M, g/mol: 426.59
Relative energy (zero: lowest compared OMol25 entry of this formula, charge and spin), eV: 13.9499

Element x y z (Å)
O (-2.414, 1.711, 2.687)
C (3.004, -1.613, -3.525)
H (-2.073, -0.234, 1.517)
H (-0.990, -5.829, -7.313)
H (-3.075, -0.418, -1.593)
H (3.391, 4.990, 7.812)
H (-0.558, 3.264, -3.115)
H (0.947, -0.044, -1.462)
O (-3.482, 1.255, -2.544)
C (-1.618, -5.844, -6.503)
H (0.567, -1.311, 4.114)
H (1.069, -3.929, -3.949)
O (1.601, -1.170, 2.448)
C (-2.731, 0.095, -2.328)
H (2.932, 3.988, 9.162)
H (1.550, -2.168, 2.325)
H (-0.319, 4.418, 6.070)
H (1.812, 0.365, 4.154)
H (-0.232, -5.656, -4.504)
H (0.579, -4.266, -6.038)
H (-2.881, -0.561, -3.278)
O (1.753, -1.236, -3.992)
H (-2.296, -4.989, -6.625)
H (-0.566, 2.420, -1.694)
H (3.470, -1.004, -2.716)
H (-1.425, 1.346, 0.948)
C (1.502, -0.838, 3.770)
C (-1.106, 2.617, 4.577)
C (-0.928, -5.105, -5.187)
H (3.538, -1.729, -4.449)
C (-0.396, 3.404, -2.102)
H (-3.535, 1.528, -3.537)
H (1.005, 0.155, 1.261)
O (-2.323, -7.068, -6.082)
H (2.226, -0.598, -0.696)
H (1.556, 2.524, 7.703)
H (0.822, -1.145, -0.303)
H (-1.222, 3.628, 4.142)
C (1.380, 3.599, 7.098)
H (-1.073, 0.608, 3.904)
C (0.057, 3.396, 6.488)
C (0.364, -3.309, -4.408)
H (-3.419, -8.681, -7.221)
H (3.020, -2.699, -3.125)
C (1.188, -1.995, -4.963)
H (-0.339, -2.966, -3.945)
H (0.644, 4.442, 2.712)
O (-0.903, 4.623, -1.471)
H (2.030, 3.453, 6.291)
H (-3.234, 1.021, 0.877)
H (-1.966, -7.738, -8.167)
H (-0.193, 1.587, 2.829)
C (2.684, 4.888, 8.574)
H (0.859, 2.439, 0.576)
H (-3.994, -7.101, -7.472)
H (2.883, 5.686, 9.180)
O (0.748, 3.367, 0.817)
H (-1.844, 0.517, -2.346)
H (1.978, -2.303, -5.934)
N (0.066, 2.452, 5.397)
H (0.882, 3.549, -1.895)
C (1.284, 3.704, 2.056)
H (-0.587, 3.061, 7.320)
O (1.054, 0.638, 0.553)
H (2.268, -1.425, 4.433)
C (1.296, -0.245, -0.630)
H (-1.937, 2.726, 5.005)
H (-1.882, -5.023, -4.711)
C (-1.196, 1.634, 3.361)
H (-1.838, 4.422, -1.574)
N (-0.211, -3.918, -5.632)
H (2.357, 4.080, 2.045)
C (-2.961, -7.622, -7.314)
H (0.086, 1.511, 5.746)
H (1.705, 2.627, 2.329)
C (-2.319, 0.943, 1.553)
O (1.375, 4.641, 8.056)
H (0.535, -1.545, -5.548)

These are the Löwdin partial charges, in e, on atoms 1 to 8: atom 1 (O): -0.136, atom 2 (C): -0.116, atom 3 (H): 0.123, atom 4 (H): 0.066, atom 5 (H): 0.016, atom 6 (H): 0.068, atom 7 (H): 0.029, atom 8 (H): -0.009



2.
Density functional theory data (the ωB97M-V functional and the def2-TZVPD basis) for a structure of composition C17H50O23P5V.

Results
Kohn-Sham gap, Ha: 0.3158
M, g/mol: 828.38

Element x y z (Å)
H (-2.846, 3.203, 3.590)
H (3.031, 2.414, -6.499)
H (-2.228, -2.685, -0.865)
O (0.658, -0.302, -6.761)
H (-2.568, 3.899, -3.582)
H (-1.019, -1.609, -5.069)
P (0.211, 2.986, -1.831)
C (2.688, -3.547, 0.407)
H (3.324, 0.731, -6.179)
C (-0.754, 4.410, 0.159)
H (-2.449, 3.263, -1.900)
O (-3.925, 2.433, 2.065)
H (0.934, -5.747, 4.133)
O (-0.430, 0.308, -4.476)
H (-2.610, 2.222, -3.332)
O (2.249, -4.258, 3.454)
O (-4.346, 2.538, -0.420)
C (-4.217, -0.873, 0.135)
H (-0.279, -3.734, 1.193)
O (1.866, 0.136, 3.786)
C (2.028, -0.638, -3.170)
O (-4.513, 0.342, 0.847)
C (-1.239, -3.225, 1.050)
O (-1.229, -1.867, 1.343)
H (4.831, -6.981, 4.396)
C (-1.408, -0.735, -4.552)
H (0.807, -1.457, 2.825)
H (-3.767, -1.616, 0.786)
O (1.184, -0.580, -0.037)
C (-1.793, -3.538, -0.349)
H (3.332, 3.311, 1.141)
H (-1.963, -3.664, 1.754)
O (1.831, -0.829, -4.571)
O (-0.036, 4.365, -1.066)
H (-2.460, -4.404, -0.359)
H (1.227, 5.177, -3.128)
H (1.600, 0.291, -2.794)
C (0.985, -4.905, 3.435)
H (1.823, -3.706, -0.237)
P (-3.632, 1.645, 0.717)
H (-0.371, 1.830, 4.576)
H (2.451, -2.747, 1.107)
C (-3.236, 2.228, 3.304)
O (-2.196, 1.497, 0.420)
H (3.075, -7.390, 4.502)
O (0.169, 1.750, -1.045)
O (1.366, 2.555, 3.634)
H (1.262, -1.655, 4.532)
H (-3.669, -0.650, -0.780)
H (1.546, 4.003, -4.432)
H (-5.196, -1.233, -0.188)
O (1.623, 1.579, -5.228)
H (3.680, -5.865, 5.053)
C (2.628, 2.526, 0.874)
C (-5.730, 2.873, -0.279)
H (-1.775, 4.746, -0.014)
P (0.888, 0.166, -5.387)
H (2.488, -1.774, 3.273)
H (2.833, 4.646, -3.352)
H (-4.002, 1.894, 4.002)
H (3.446, -3.174, -0.282)
H (-2.436, 1.503, 3.148)
O (1.655, 3.210, -2.508)
H (-2.264, -0.343, -5.109)
O (-1.146, -0.575, -1.197)
H (0.563, 3.116, 5.440)
O (0.147, 1.029, 1.972)
V (-0.360, -0.201, 0.087)
C (-2.145, 3.127, -2.936)
H (3.618, 1.868, -4.887)
H (-6.299, 2.249, 0.410)
H (-1.765, -0.901, -3.538)
P (3.508, -4.664, 2.588)
H (-0.978, -3.856, -1.010)
H (-5.810, 3.914, 0.033)
O (3.710, -6.234, 2.905)
O (-0.736, 3.097, -3.103)
C (2.954, 1.652, -5.725)
H (-6.174, 2.769, -1.269)
H (0.166, -4.246, 3.704)
C (3.810, -6.619, 4.274)
C (1.579, -1.253, 3.571)
P (1.399, 1.221, 2.747)
C (0.220, 2.742, 4.479)
H (-0.260, 5.061, 0.883)
H (-0.727, 3.448, 0.679)
H (-0.462, 3.482, 4.059)
H (1.621, 2.934, 0.752)
H (1.592, -1.484, -2.640)
O (4.690, -3.821, 2.755)
O (2.969, -4.777, 1.090)
O (2.691, 1.570, 1.921)
H (0.857, -5.386, 2.465)
C (1.802, 4.294, -3.416)
H (2.774, 2.104, -0.121)
H (3.066, -0.611, -2.831)

These are the Löwdin partial charges, in e, on atoms 1 to 8: atom 1 (H): 0.085, atom 2 (H): 0.093, atom 3 (H): 0.037, atom 4 (O): -0.227, atom 5 (H): 0.097, atom 6 (H): 0.091, atom 7 (P): 0.444, atom 8 (C): -0.090



3.
Density functional theory data (the ωB97M-V functional and the def2-TZVPD basis) for a cluster of 7 separate species, C17H51N3O7 in total.

Results
Kohn-Sham gap, Ha: 0.1956
M, g/mol: 409.61
Relative energy (zero: lowest compared OMol25 entry of this formula, charge and spin), eV: 0.1353
Charge: +2

Element x y z (Å)
H (1.322, 1.246, 0.079)
C (-0.165, -5.916, 2.203)
H (-2.565, -4.892, 1.337)
H (-2.003, -2.642, 2.493)
C (-0.434, -4.383, 0.225)
O (-3.242, -1.585, -1.107)
C (0.494, 5.325, 0.725)
C (0.158, -0.982, -3.531)
C (3.463, 3.199, 2.119)
H (-0.203, -8.768, 1.475)
H (-0.376, 4.628, -1.699)
H (2.222, -0.341, -3.337)
H (1.682, -0.796, -5.012)
H (3.725, 2.933, 3.150)
C (1.608, -1.012, -3.949)
H (-0.374, -0.598, -0.322)
H (0.422, 1.616, 2.808)
H (2.062, -1.974, -3.713)
H (0.339, 4.102, 3.052)
H (1.359, -8.044, 1.983)
H (2.587, 3.901, -1.585)
H (-0.127, -1.435, -2.574)
C (-2.477, 1.623, -3.709)
H (-0.980, 3.474, -0.455)
C (1.461, 1.930, 2.966)
H (0.066, 2.906, -1.684)
H (-0.404, 4.914, 1.208)
H (1.425, 2.223, 4.021)
H (3.853, 4.208, 1.988)
H (-2.260, -1.495, -0.795)
C (-0.120, 3.785, -1.061)
H (-1.403, -2.118, -3.998)
N (-2.263, -5.828, 1.062)
H (-0.134, 1.034, -2.914)
N (1.347, 3.019, 0.773)
H (2.386, 5.891, 1.603)
O (-1.168, -0.778, 0.196)
H (-0.614, -6.534, 0.108)
C (0.995, 4.122, -0.110)
C (0.319, -8.230, 2.269)
H (-1.536, 0.794, 0.499)
H (1.868, 4.486, 3.798)
H (0.919, -5.758, 2.151)
H (-0.515, -5.139, 2.892)
O (-1.332, -1.932, 2.485)
H (0.579, -4.119, 0.547)
H (4.036, 2.513, 1.498)
H (-0.747, -1.351, -5.325)
H (0.427, -8.970, 3.065)
H (-1.928, 2.235, -4.424)
H (-3.703, -0.726, -1.132)
O (-1.926, 0.294, -3.652)
H (-2.571, 2.063, -2.715)
H (-2.746, -5.917, 0.169)
C (1.377, 4.374, 2.833)
C (-0.510, 0.407, -3.730)
H (-1.178, -1.522, 1.520)
H (-2.424, 2.250, 0.640)
C (1.388, 5.608, 1.931)
H (0.978, 6.322, 2.648)
C (1.971, 3.111, 2.111)
H (1.902, 5.500, -1.509)
O (-0.372, -7.153, 2.861)
H (3.062, 4.866, -0.243)
H (-3.466, 1.561, -4.167)
H (-0.249, -4.567, -0.834)
O (1.944, 1.976, 0.012)
N (-0.550, -1.908, -4.501)
H (-3.734, -2.182, -0.512)
H (0.314, 6.183, 0.084)
H (-1.602, -1.147, 2.995)
H (2.101, 1.044, 3.005)
C (-0.814, -5.762, 0.852)
H (-1.195, -3.646, 0.478)
H (-2.119, 1.483, 1.929)
H (-0.089, 0.690, -4.698)
O (-1.754, 1.654, 1.042)
C (2.213, 4.658, -0.891)

These are the Löwdin partial charges, in e, on atoms 1 to 8: atom 1 (H): 0.071, atom 2 (C): -0.226, atom 3 (H): 0.033, atom 4 (H): 0.163, atom 5 (C): -0.050, atom 6 (O): 0.266, atom 7 (C): -0.126, atom 8 (C): -0.421



4.
Density functional theory data (the ωB97M-V functional and the def2-TZVPD basis) for a structure of composition C17H52B2F3N4O9SV2.

Results
Kohn-Sham gap (alpha / beta), Ha: 0.1579 / 0.1516
M, g/mol: 669.20
Charge: +2
<S²>: 3.902
Multiplicity: 4

Element x y z (Å)
H (3.933, 1.685, -3.060)
C (-0.864, 1.398, 4.671)
N (0.147, -0.345, -2.904)
H (3.425, 6.892, -1.570)
H (0.230, -0.968, -2.113)
C (-1.865, -0.977, -3.961)
H (0.290, 0.428, -5.575)
H (-1.694, 2.057, 0.709)
H (-0.052, 2.621, 6.221)
H (-1.929, -4.744, -2.388)
H (-0.052, 1.460, 3.947)
F (1.946, 0.753, 3.056)
S (0.455, -0.139, 0.900)
O (-0.170, -1.167, -6.526)
H (3.002, 2.503, -0.171)
H (0.059, -2.958, -0.048)
H (-1.521, -6.497, 2.864)
H (4.579, 6.319, -0.274)
C (3.069, 2.793, -1.220)
H (1.097, -2.798, -6.542)
N (-2.053, 1.492, 3.809)
C (3.551, 6.341, -0.637)
H (4.973, 1.839, -1.700)
V (0.008, 3.137, -0.393)
H (-1.582, -0.077, 5.989)
C (1.987, -0.240, 2.144)
H (-1.799, 3.236, -1.488)
H (-0.297, -3.168, -5.640)
H (-3.043, -5.598, -0.262)
H (3.623, 0.768, -1.619)
H (0.024, -2.087, -3.843)
H (-2.306, 2.195, -2.839)
B (-1.826, 3.001, 1.216)
O (-2.745, -5.301, 1.664)
O (0.559, 1.203, 0.329)
C (3.921, 1.755, -1.972)
H (-2.230, 0.031, -4.156)
O (-0.876, -1.040, 4.410)
O (2.808, 5.102, -0.755)
H (-1.816, 2.567, 6.305)
C (-0.166, -2.232, 4.674)
C (-0.963, 2.563, 5.626)
O (-0.771, -0.390, 1.684)
H (-1.747, 2.079, 3.047)
F (3.162, -0.219, 1.528)
C (-1.150, -4.380, -1.718)
O (-2.701, -2.114, 2.692)
H (-0.643, -2.902, 5.390)
C (0.023, -2.615, -6.523)
H (-0.719, -3.466, -2.125)
H (-0.332, -5.092, -1.823)
H (-2.355, -1.685, -4.629)
H (0.886, -2.007, 4.845)
H (1.730, 1.670, -2.084)
O (0.633, -1.183, -0.135)
H (-1.201, 1.539, -1.642)
H (-2.409, -1.260, -3.060)
N (1.757, 2.624, -1.755)
H (4.604, 4.201, -0.896)
H (-2.576, -5.403, 3.702)
H (1.887, 3.080, -2.647)
H (-1.178, -4.722, 2.764)
H (1.444, -0.800, -5.370)
C (-0.319, -1.061, -3.977)
H (-0.419, -3.474, 1.397)
N (-0.285, -3.772, 0.441)
V (-2.652, -0.506, 2.728)
H (-1.667, 3.809, 0.518)
C (-1.945, -5.494, 2.818)
H (-0.605, 2.689, -2.684)
H (-0.386, -3.096, -7.411)
F (1.846, -1.405, 2.768)
H (-2.741, 3.120, 1.775)
H (-2.660, 2.200, 4.196)
H (3.685, 4.538, -2.427)
C (-1.512, -4.126, -0.191)
C (-2.173, -5.386, 0.359)
H (-1.027, 3.173, 1.920)
H (2.953, 6.861, 0.110)
H (-2.196, -3.282, -0.113)
H (-1.643, -6.338, 0.372)
C (0.368, -0.630, -5.325)
H (-1.044, 3.500, 5.075)
H (-0.301, 0.461, -2.494)
H (-0.017, -2.848, 3.787)
C (3.634, 4.198, -1.393)
H (0.190, -0.134, 5.808)
B (-1.510, 2.437, -2.153)
O (0.998, 3.790, 0.691)
C (-0.755, 0.017, 5.285)

These are the Löwdin partial charges, in e, on atoms 1 to 8: atom 1 (H): 0.094, atom 2 (C): -0.379, atom 3 (N): 0.303, atom 4 (H): 0.097, atom 5 (H): 0.100, atom 6 (C): 0.027, atom 7 (H): 0.142, atom 8 (H): -0.043



5.
Density functional theory data (the ωB97M-V functional and the def2-TZVPD basis) for a structure of composition C17H52ClF9O13Si2.

Results
Kohn-Sham gap, Ha: 0.3668
M, g/mol: 727.20

Element x y z (Å)
F (0.564, -2.663, -2.863)
H (1.821, -2.645, -1.352)
H (-1.532, 1.550, -0.603)
H (6.150, 7.390, -2.533)
O (9.490, -4.430, 5.577)
H (6.234, -6.531, 7.498)
H (3.073, 6.085, -3.482)
H (-7.145, -4.191, 1.320)
H (7.291, -4.375, 3.776)
O (-4.104, 3.431, 2.638)
H (-5.534, 3.383, 1.141)
O (2.849, -2.181, 2.062)
H (-7.160, -3.588, -0.348)
C (-2.623, 1.636, -0.579)
H (9.808, -5.679, 3.949)
H (6.165, -5.585, 3.122)
C (-6.312, -8.532, -1.767)
C (0.855, 10.409, -2.644)
C (-2.842, 2.394, -2.819)
H (1.582, 10.556, -3.448)
C (4.431, 7.981, -1.838)
C (-7.117, -4.479, 0.267)
H (1.369, 10.376, -1.679)
O (0.123, 9.205, -2.857)
H (-5.873, -5.953, 0.530)
H (4.761, -3.809, 2.631)
H (-6.734, -9.351, -2.345)
H (-6.093, 4.022, 2.712)
H (11.228, -4.822, 4.582)
H (-6.767, -8.528, -0.771)
H (3.628, -2.158, 3.949)
H (8.682, -4.901, 5.813)
H (-3.618, -0.255, -2.273)
O (-6.589, -7.318, -2.449)
O (5.690, -3.594, 2.774)
C (-0.133, -1.833, -0.815)
O (-1.726, 5.168, -4.745)
C (6.980, -7.096, 6.946)
H (-5.020, 4.993, 1.679)
C (0.766, -2.814, -1.566)
C (10.314, -5.340, 4.858)
H (2.205, -1.683, 1.548)
H (5.724, -4.636, 4.569)
C (-5.259, 3.984, 2.006)
O (-3.098, 2.657, -1.449)
C (-6.398, -0.223, -1.220)
H (-1.976, -3.620, 0.136)
Si (-3.530, -0.008, -0.837)
H (1.925, -1.659, 3.845)
H (7.977, -6.758, 7.244)
F (-6.116, 0.210, -2.416)
O (-2.894, -1.287, 0.053)
H (-5.232, -8.683, -1.673)
O (-5.898, -5.165, -0.024)
H (-4.332, 2.540, 2.922)
F (0.304, -1.818, 0.470)
H (3.221, -0.556, 3.299)
Si (-1.971, -2.431, -0.720)
O (6.767, -6.867, 5.553)
C (2.904, -1.599, 3.362)
H (-1.137, 5.496, -4.055)
H (0.151, 11.237, -2.645)
C (6.242, -4.609, 3.609)
O (1.155, 5.426, -3.896)
C (-5.343, 0.255, -0.201)
F (-5.600, -0.385, 0.953)
H (2.813, 4.328, -3.294)
H (-3.397, 5.801, -5.737)
H (-2.758, 3.363, -3.321)
H (-7.975, -5.116, 0.037)
H (-6.209, -6.602, -1.926)
Cl (-2.671, -3.028, -2.566)
H (-3.661, 1.877, -3.318)
H (4.558, 7.511, -0.860)
O (5.231, 7.315, -2.810)
H (7.432, -7.373, 5.074)
H (0.749, 8.473, -2.858)
F (-7.582, 0.206, -0.936)
H (1.366, 5.297, -4.826)
H (-2.272, 7.098, -5.281)
H (-3.300, 6.328, -4.043)
C (2.370, 5.317, -3.156)
H (6.871, -8.157, 7.181)
H (10.567, -6.204, 5.480)
F (0.439, -4.043, -1.187)
H (3.390, 7.904, -2.140)
H (-2.881, 1.985, 0.424)
H (4.713, 9.035, -1.785)
H (-1.900, 1.873, -3.000)
H (2.143, 5.462, -2.102)
F (-6.384, -1.529, -1.223)
F (-0.066, -0.597, -1.331)
F (-5.579, 1.570, -0.017)
C (-2.727, 6.158, -4.959)

These are the Löwdin partial charges, in e, on atoms 1 to 8: atom 1 (F): 0.100, atom 2 (H): 0.175, atom 3 (H): 0.089, atom 4 (H): 0.077, atom 5 (O): -0.129, atom 6 (H): 0.083, atom 7 (H): 0.058, atom 8 (H): 0.081



> What is the formula in the second record?

C17H50O23P5V